[1]
# C49H47CsN6O3P2S

A molecular structure, C49H47CsN6O3P2S (the ωB97M-V functional and the def2-TZVPD basis, OMol25).

Energy relative to the best compared isomer or geometry (same formula, charge and spin) = 10.31 kcal per mole
Calculated total energy = -96621.296 eV
LUMO level = 0.26 eV

Structure (XYZ):
```
109
Properties=species:S:1:pos:R:3:forces:R:3:mulliken_charge:R:1
C 0.446655 6.064526 -0.576017 0.02 0.01 -0.04 -0.506
H 0.935025 -6.666884 1.379824 0.01 0.01 0.00 0.406
P -2.253249 0.776686 0.575140 0.33 -0.08 0.06 2.039
S 4.087478 2.095813 0.389037 -0.04 -0.05 0.32 -0.274
H 2.165978 -4.629290 0.686019 0.00 -0.02 0.00 0.490
C 2.198792 1.166599 -3.795669 -0.12 -0.29 -0.26 0.540
H -4.342980 -4.883990 3.538070 0.00 0.00 0.00 0.408
C 1.516956 -0.414902 2.618447 0.01 0.03 -0.01 -0.064
C -3.612575 1.307086 -3.824759 0.00 0.00 0.04 -0.583
C -5.441074 -1.383334 2.041764 0.01 0.00 -0.01 -1.634
H 6.325341 3.601349 0.547357 0.00 0.01 0.00 0.245
H -1.360261 2.321345 2.756893 0.00 0.02 0.02 0.059
H -5.565479 -3.470883 2.446168 0.00 0.00 0.00 0.353
C -2.980279 2.262125 1.355965 -0.02 0.01 -0.03 0.311
N 5.033226 2.612051 -2.099563 0.25 0.16 0.04 -1.238
C 3.733257 -1.446888 -0.951010 0.05 -0.08 -0.08 -0.549
C 3.317509 -1.962252 2.237164 0.00 0.03 0.05 -0.047
C -4.632173 -0.352796 1.589387 -0.01 -0.03 0.00 -0.284
H -4.968111 -5.250576 1.081434 0.00 0.00 0.00 0.395
C 4.742002 -1.665931 -1.877323 -0.01 0.01 0.01 -0.679
H -3.930478 1.446063 -4.850306 0.00 0.00 0.00 0.368
H -3.848465 -0.915792 -1.285163 0.00 0.01 0.01 0.372
H -0.172285 -1.337500 -5.416572 -0.01 0.01 0.01 0.415
C -3.557786 -0.017121 -1.815295 -0.02 0.00 -0.06 -0.540
H -2.191162 4.339172 3.923441 0.00 -0.01 0.00 0.422
O 1.184576 5.716556 0.599197 -0.11 0.02 -0.03 -0.493
C 0.093496 0.577510 -4.491389 0.04 0.01 0.00 -0.087
H 2.258090 -1.907484 -5.197147 0.00 0.00 0.01 0.447
O 0.261609 3.650994 0.531964 -0.29 0.62 0.08 -0.294
C -2.856399 2.285056 -3.189219 0.02 -0.01 -0.03 -0.694
C 1.102642 -4.583241 0.884290 -0.02 0.00 0.01 -0.063
H 5.555571 -0.954953 -1.944376 -0.01 0.00 0.01 0.392
C 3.238755 -0.693227 4.277350 -0.03 0.00 -0.03 -0.608
P 1.287864 -1.823682 0.242872 -0.21 0.10 -0.10 0.968
H -4.665153 2.528860 0.046431 0.00 0.01 -0.01 0.507
H -0.587563 5.737668 -0.491395 -0.01 0.00 0.02 0.209
H 3.816119 -2.685786 1.603487 0.00 0.00 0.01 0.353
C 3.053983 2.146794 -3.094049 0.33 0.27 0.01 -0.790
H 2.639891 2.571739 2.486972 -0.01 0.05 -0.13 0.111
C -2.742601 3.933227 3.084784 0.01 -0.01 0.00 -0.464
H 1.752961 -4.098344 -1.690229 0.00 -0.01 -0.01 0.463
C 0.527660 -0.646757 -4.966252 -0.03 -0.01 0.01 -0.765
C 2.565202 3.556195 -2.924813 -0.02 0.03 -0.08 -0.174
N 6.038518 3.740502 -0.407809 0.00 -0.02 0.13 -0.523
H -5.475502 4.556114 1.186624 0.00 0.00 0.00 0.415
C -3.949970 0.150711 -3.138731 0.03 0.03 0.00 -0.618
C 2.595522 -3.418846 -1.728240 -0.06 0.04 0.00 -0.541
H 3.803542 -0.568323 -0.315523 -0.03 -0.01 0.01 0.214
H 5.478303 -2.936121 -3.444214 0.00 0.00 0.00 0.384
H 4.796424 -2.085430 3.780149 0.00 0.00 0.00 0.434
H 1.837477 3.603373 -2.109098 0.10 0.24 -0.15 -0.562
N 1.739136 2.986702 2.722380 0.03 0.00 0.11 -0.059
H -4.530918 -0.620323 -3.628916 0.00 -0.01 0.01 0.428
C -2.284919 2.791854 2.441541 0.00 0.00 -0.03 -0.540
C -3.619242 -2.949698 1.727006 0.01 -0.09 0.02 0.759
C 2.654316 -2.332685 -0.855471 0.12 0.05 0.12 0.399
H 0.610052 0.092078 2.297408 0.02 -0.12 -0.06 0.086
C -3.322222 -0.588980 1.194421 0.00 0.11 -0.10 0.013
Cs 1.063671 1.418303 -0.798513 -0.25 -0.69 0.19 1.965
C 3.871102 -1.623313 3.460512 0.00 0.01 -0.01 -0.762
H -4.245744 5.463128 3.130901 0.00 0.00 0.00 0.383
C -1.631181 -4.435729 1.449657 -0.11 0.07 0.03 0.922
H 2.482423 4.884623 2.320898 -0.02 0.03 0.03 0.276
H -1.855641 2.893122 -1.408829 -0.03 -0.06 0.11 0.527
C 3.609358 -3.634781 -2.653074 -0.02 0.02 0.05 -0.819
H -5.022516 0.655138 1.546017 -0.01 -0.03 0.01 0.482
C 2.135379 -1.363070 1.804301 -0.06 -0.16 0.01 0.706
H -2.940965 -5.928568 3.336872 -0.01 0.00 0.01 0.406
H -2.730866 -4.283356 3.950233 -0.01 -0.01 0.01 0.384
H 0.497387 7.146449 -0.647970 0.02 0.00 0.01 0.311
H -3.558499 -6.296829 0.883312 -0.01 0.00 0.00 0.408
C -4.129302 2.913143 0.906472 0.03 0.02 0.03 -0.486
C 2.725254 -0.040952 -4.260388 0.00 0.02 0.03 -0.890
C -2.817552 0.964810 -1.162732 -0.10 -0.06 0.05 -0.046
N 1.665586 4.296489 2.226820 0.03 -0.08 -0.16 -0.281
H -2.573301 3.183544 -3.723317 0.00 0.00 0.01 0.393
C 0.417490 -5.722198 1.277637 0.01 -0.01 0.00 -1.428
H -6.461035 -1.186307 2.343944 0.00 0.00 0.00 0.408
H 1.564237 0.630372 4.489201 0.00 0.00 -0.01 0.504
H -0.952431 0.853802 -4.558241 0.00 0.01 0.00 0.324
C -3.892158 4.567044 2.636868 -0.01 -0.01 -0.01 -0.526
C -4.582844 4.058342 1.544115 -0.01 -0.02 -0.02 -0.864
C 0.441193 -3.373093 0.734438 -0.03 0.13 0.02 -0.302
H 3.667750 -0.434442 5.237014 0.00 0.00 0.00 0.388
C -0.934271 -5.636170 1.552825 0.04 -0.02 0.02 -0.484
N 0.900952 1.471052 -3.915897 0.02 0.01 -0.04 0.022
H 2.058991 3.912210 -3.821479 0.01 -0.02 -0.01 0.407
C 0.977286 4.476183 1.061310 0.19 -0.12 0.21 0.280
C 1.875290 -0.958401 -4.843352 0.05 -0.01 0.00 -0.336
C -0.931709 -3.314036 1.022161 0.11 -0.13 0.00 -1.266
H -1.464923 -6.525780 1.868634 0.01 0.00 0.00 0.371
C -2.827009 -1.900110 1.275946 -0.07 0.02 0.01 -0.620
C 5.093427 2.806623 -0.827922 -0.07 0.00 -0.38 0.331
C -4.930192 -2.665314 2.100042 0.00 0.03 0.00 -0.535
C -3.107881 -4.380355 1.810896 0.03 0.00 0.00 1.730
H -3.784709 -4.907746 -0.188281 -0.01 -0.01 0.00 0.348
H 0.901005 5.614004 -1.457755 0.00 -0.02 0.01 0.126
C -3.292456 -4.900723 3.248105 0.01 0.02 -0.03 -1.772
H 3.405189 4.196882 -2.665191 -0.01 0.02 -0.02 0.507
C -3.905182 -5.263441 0.836083 0.02 0.01 -0.01 -1.681
C 2.062196 -0.093412 3.855653 0.04 -0.01 0.01 -0.544
H 6.802459 3.864396 -1.055464 -0.01 -0.01 -0.04 0.254
H 3.779762 -0.234174 -4.135126 0.00 0.00 0.00 0.602
N 4.164631 1.707680 -2.633089 -0.12 -0.01 0.04 0.410
H 1.643481 3.026918 3.728435 0.00 -0.01 0.00 0.254
C 4.688167 -2.763813 -2.723737 -0.01 -0.04 -0.03 -0.532
H 3.554816 -4.488078 -3.317879 0.00 0.00 0.00 0.420
O -1.531728 -2.088081 0.871445 0.00 0.04 0.00 -0.384
C -2.447473 2.111291 -1.876951 -0.01 -0.01 0.02 -0.027
```
Positions in Å, forces in eV/Å.


[2]
# C49H47F9N2O10S3SiTi

A molecular structure, C49H47F9N2O10S3SiTi in a non-equilibrium geometry (the ωB97M-V functional and the def2-TZVPD basis, OMol25).

Energy relative to the best compared isomer or geometry (same formula, charge and spin) = 24.99 kcal per mole
Calculated total energy = -162992.571 eV
LUMO level = -0.43 eV

Structure (XYZ):
```
122
Properties=species:S:1:pos:R:3:forces:R:3:mulliken_charge:R:1
H -1.893031 -6.484612 1.230481 0.02 0.02 -0.03 0.424
S -0.387091 -0.274965 -3.454474 -0.08 0.13 0.04 -0.073
H 4.539807 3.248540 0.221344 -0.03 0.00 0.07 0.392
H 1.948485 6.634367 0.083611 0.08 -0.04 0.00 0.327
H 2.705468 -0.741581 2.014079 -0.02 0.02 -0.01 0.398
C 0.155689 -2.062558 -5.505014 0.00 -0.02 0.06 -0.576
H -3.086696 -2.884214 0.743348 -0.03 -0.06 0.01 0.156
H 3.327558 -5.066630 -4.134861 0.01 0.02 0.00 0.474
H -1.465100 -1.717286 1.837869 0.16 0.01 0.01 -0.384
H -4.287466 1.215252 5.192577 0.03 0.01 -0.02 0.516
H 1.401241 -4.112584 -2.956649 0.02 0.01 -0.01 0.500
H -0.872085 -2.397510 -5.398577 0.06 0.03 -0.01 0.454
C -4.230088 4.479978 2.186014 0.30 0.06 0.14 0.172
H -4.345607 -3.105489 2.597306 -0.01 -0.11 -0.04 0.424
H -2.767960 -1.637942 -3.343407 0.02 -0.02 0.07 0.591
N -1.619990 1.303461 2.397114 -0.68 0.44 0.06 1.978
H 3.602764 6.162196 -0.339211 -0.06 -0.02 0.05 0.328
C -4.048856 -2.105297 2.278343 -0.13 0.12 -0.16 -0.467
C -2.616784 -3.270510 -1.979870 0.01 -0.08 -0.03 -0.996
H 1.206655 -2.877192 6.215965 -0.01 -0.02 -0.03 0.335
C 3.166941 -2.776925 -7.706914 -0.05 0.00 0.01 -1.698
F -2.984252 6.554303 3.459578 0.02 0.08 0.01 -0.282
C 2.776647 -1.205258 -5.776787 0.02 -0.03 -0.02 -0.793
C 2.526869 -2.495453 -2.060529 0.11 -0.04 -0.13 1.207
H 2.930503 -3.827256 -7.885016 0.02 0.03 0.02 0.395
O -3.338806 2.727762 -0.601094 -0.07 0.11 -0.32 -0.418
O -2.504782 2.016892 -2.796602 0.32 -0.03 -0.05 -0.735
C -1.798276 -3.953776 -1.047747 0.05 0.01 -0.01 0.286
H 5.864948 -1.973279 -2.594440 -0.03 -0.03 0.01 0.468
C 0.028601 -2.399339 -1.580920 0.04 -0.16 -0.04 -0.897
C 4.727963 -3.576959 -3.420046 -0.13 -0.08 -0.05 -0.782
H 5.569511 -4.012357 -3.943879 -0.01 0.02 -0.01 0.401
H -1.222985 -3.096236 3.886841 0.02 -0.01 -0.01 0.390
C -2.294080 -5.040835 -0.279122 -0.01 -0.01 -0.05 -0.280
C -3.793967 0.680349 3.179892 -0.15 -0.10 0.08 0.544
H 0.273522 4.936359 1.438022 -0.08 -0.07 -0.04 0.378
O -1.908284 0.835652 -0.719343 0.32 0.34 -0.07 0.251
O 1.920537 1.602286 3.348294 -0.07 -0.14 -0.07 -0.623
H 0.449520 -5.724018 1.581739 -0.02 0.00 -0.03 0.446
H -3.636587 -3.608259 -2.129824 0.04 0.06 0.03 0.416
C 0.717625 3.945710 1.327775 0.14 -0.08 -0.55 -0.548
H 1.357891 -3.863069 0.272229 -0.03 -0.02 0.00 0.433
H 0.986919 3.609629 2.332783 -0.04 -0.08 0.02 0.582
H -0.349714 2.155325 3.782500 0.01 0.12 -0.02 0.446
C -2.121232 5.740836 2.851168 -0.03 -0.15 -0.20 0.272
H 3.013319 -2.243098 -8.648483 0.02 -0.02 0.03 0.335
C 1.640299 -0.813724 -0.605632 -0.11 0.65 0.19 0.453
Si 2.235226 4.168789 0.247238 0.16 0.05 0.03 0.265
C 0.593576 -1.140193 1.808123 -0.41 -0.05 -0.03 0.246
O 0.550337 1.260565 0.698615 0.84 -1.21 -0.43 2.185
C 0.338430 -4.196897 0.112136 0.01 0.07 -0.05 -1.082
H 1.534451 1.423308 2.472584 0.13 0.16 0.17 -0.639
F -3.850115 5.400405 -0.403414 0.05 -0.02 -0.03 -0.235
H 1.901514 -4.182192 5.263818 -0.03 0.00 0.00 0.391
H 2.931597 -2.082374 4.042965 -0.03 -0.02 -0.02 0.460
H 2.709518 2.123354 3.168240 -0.02 0.05 -0.03 0.310
H 3.503677 2.164660 1.147804 0.05 0.09 0.02 0.002
H 1.158982 4.351541 -1.954288 0.06 -0.03 -0.04 0.263
C -0.464266 -3.520144 -0.845550 0.01 0.06 0.03 1.161
C 2.378873 -3.653862 -2.868249 -0.05 0.09 0.08 -0.880
F -4.689757 3.401827 1.588503 -0.03 -0.03 -0.10 -0.138
C 1.837596 -1.241886 2.419764 0.05 -0.04 -0.11 -0.314
H 4.908700 -0.199033 -1.177096 -0.03 0.00 -0.03 0.483
H -2.003832 2.177004 5.616674 0.00 0.00 -0.03 0.541
C 0.972237 -2.617425 -6.474816 0.02 0.00 0.00 -0.859
C -1.349828 1.772600 3.625622 0.23 -0.20 -0.15 -0.888
C 1.953331 3.724138 -1.540211 -0.14 -0.20 -0.01 -0.526
H -3.312049 -5.375157 -0.449399 0.02 0.03 0.02 0.453
O -3.645731 -2.115705 0.913242 -0.06 0.10 0.21 -0.419
C -0.168674 -5.232082 0.840540 -0.04 -0.05 0.04 -0.665
H 2.330618 0.141561 -4.139549 -0.03 -0.07 -0.05 0.462
C 3.708765 3.216488 0.933827 0.08 -0.17 0.06 -0.862
O -2.002949 3.755379 1.570819 -0.84 0.81 -0.29 0.720
F -5.076127 5.493982 1.972649 -0.10 -0.06 0.15 -0.298
C 4.894761 -2.452637 -2.667805 -0.03 0.08 0.06 -0.872
H -3.236932 -1.764269 2.919899 0.03 0.02 0.11 0.321
H 3.802848 -0.868631 -5.877381 -0.03 -0.01 -0.01 0.348
H 2.966558 0.764645 0.009289 -0.02 -0.09 -0.08 0.020
H -6.055405 -1.525553 2.101629 -0.05 0.01 0.08 0.285
C 0.870489 -2.692478 4.104161 0.11 0.02 0.02 0.674
H 1.623525 2.686948 -1.663623 0.04 0.08 -0.07 -0.203
H 2.858379 3.871902 -2.135551 -0.01 0.04 0.05 0.517
S -2.301818 2.103052 -1.387167 -1.45 -0.57 -0.59 -0.231
C -2.269637 1.761806 4.654273 -0.03 -0.09 0.12 -1.401
N -5.158862 -1.222598 2.451067 0.07 0.14 -0.08 -0.081
O -6.160749 0.706212 3.077629 0.03 -0.06 0.02 -0.650
C 1.426616 -1.911947 -1.371907 -0.27 -0.26 -0.41 -0.804
C -5.140704 0.079736 2.896107 0.03 -0.14 -0.06 -0.499
H 4.053519 3.687297 1.861508 -0.01 -0.03 -0.05 0.256
C 2.880073 -0.160805 -0.543842 0.14 0.14 0.14 -0.310
C 3.800869 -1.881052 -1.968388 -0.06 -0.04 -0.02 0.974
Ti -0.806080 2.699073 0.640945 0.06 0.34 2.30 -0.329
C 2.295170 -2.196923 -6.624027 0.03 -0.01 -0.02 1.039
O -1.001158 3.002780 -1.092024 0.00 0.46 -0.88 -0.107
F -1.123296 6.496885 2.363934 -0.04 -0.05 0.02 -0.257
C 0.668222 -1.082129 -4.662944 -0.14 -0.19 -0.03 0.561
C -1.503084 -5.659868 0.645860 0.05 0.00 0.04 -0.782
C 3.942215 -0.689004 -1.214401 -0.01 -0.03 0.05 -1.315
C -0.502880 -1.804972 2.336133 -0.14 0.04 -0.04 0.131
C -2.891754 5.779343 0.427400 0.04 -0.22 0.17 0.256
C -0.801981 -1.755271 -2.465103 -0.08 -0.07 -0.07 0.940
C 3.450964 -4.180083 -3.525353 0.13 0.00 -0.03 -0.765
C -0.363242 -2.576120 3.478517 -0.01 -0.02 0.04 -0.456
C 1.963866 -2.011370 3.559063 -0.05 -0.05 0.07 -1.053
F -1.726228 5.764305 -0.226390 -0.03 0.01 -0.02 -0.147
H 3.097349 6.207311 1.357618 -0.04 0.01 -0.08 0.336
H 0.154353 -4.126840 5.547691 0.03 0.02 -0.02 0.376
H 4.223561 -2.696849 -7.449263 -0.03 -0.01 0.00 0.365
H -3.031372 0.402778 1.191629 0.01 0.10 -0.05 0.547
C -2.134784 -2.193065 -2.658858 0.10 0.16 -0.06 -0.903
C 1.966737 -0.637964 -4.801968 0.14 0.08 0.11 -0.121
F -4.211176 4.228289 3.513167 -0.07 -0.05 -0.12 -0.300
C -2.789305 4.867262 1.706070 0.48 0.08 0.54 0.960
O 0.508615 0.644238 -2.705410 -0.06 -0.14 0.13 -0.114
S 0.215320 -0.224705 0.317765 1.04 -0.02 0.57 1.412
C -2.835709 0.775264 2.190925 0.34 -0.25 -0.27 -0.439
C -3.523409 1.223169 4.424090 -0.02 0.03 0.10 -0.817
C 1.038139 -3.520450 5.348675 0.01 0.04 0.03 -1.778
F -3.149986 7.049524 0.788550 0.02 -0.06 -0.11 -0.297
H 0.577241 -3.384985 -7.132095 0.02 0.02 0.03 0.381
F -1.579794 4.941173 3.776552 -0.09 0.06 0.04 -0.193
C 2.770250 5.958254 0.342363 -0.04 0.24 0.03 -1.232
```
Positions in Å, forces in eV/Å.